(1)
{
  "formula": "ClH2NS2",
  "method": "wB97M-V/def2-TZVPD",
  "species": ["S", "N", "S", "Cl", "H", "H"],
  "coordinates": [[0.2871, 0.5916, 1.4642], [-0.0961, -0.0856, 0.0429], [-0.7690, 0.2400, -1.3671], [1.0865, -1.7922, -0.2155], [1.5281, 1.2159, 1.2310], [-2.0366, -0.1697, -1.1556]],
  "forces_ev_per_a": [[0.66, 0.83, 0.03], [1.79, -2.42, 0.56], [-0.44, 1.08, -0.93], [-0.98, 1.20, 0.32], [-1.03, -0.48, -0.11], [0.00, -0.21, 0.13]],
  "mulliken_charge": [0.001, -0.144, 0.015, -0.172, 0.156, 0.144],
  "relative_energy_kcal_mol": 19.2,
  "smiles": "SN(S)Cl",
  "e_tot_ev": -35712.4269,
  "e_homo_ev": -9.75
}

(2)
{
  "formula": "C2H3Ga",
  "method": "wB97M-V/def2-TZVPD",
  "species": ["C", "H", "C", "H", "H", "Ga"],
  "coordinates": [[-0.2624, -0.3116, 0.6674], [-0.5629, -1.3091, 1.0232], [0.4181, -0.1436, -0.4610], [1.2570, -0.7382, -0.8486], [0.2905, 1.0660, -1.0616], [-1.1403, 1.4366, 0.6807]],
  "forces_ev_per_a": [[-0.48, -1.71, -1.19], [0.43, 0.72, 0.75], [0.46, 4.25, -1.21], [-0.74, -0.06, -0.18], [0.88, -3.60, 1.51], [-0.54, 0.41, 0.32]],
  "mulliken_spin": [0.395, 0.021, -0.051, 0.020, 0.056, 0.557],
  "relative_energy_kcal_mol": 0.0,
  "charge": 1,
  "s2": 0.76,
  "spin_multiplicity": 2,
  "e_tot_ev": -54487.3449,
  "e_homo_ev": [-15.40, -16.23]
}